Entry 1:
This record from the OMol25 dataset describes a cluster of 15 separate species, C24H84N6O15 in total. The level of theory is ωB97M-V with the def2-TZVPD basis set.

Structure (ORCA input):
```
! wB97M-V def2-TZVPD RIJCOSX def2/J DEFGRID3
* xyz 0 1
C -2.926 3.377 2.146
C -2.448 4.610 2.758
C -2.087 5.733 1.819
O -1.416 6.704 2.555
C -0.808 7.680 1.738
N -3.465 5.052 3.691
H -2.158 2.890 1.545
H -3.803 3.553 1.523
H -3.143 2.627 2.907
H -1.591 4.308 3.361
H -2.894 6.215 1.268
H -1.372 5.362 1.085
H -0.124 8.311 2.306
H -1.573 8.236 1.196
H -0.064 7.297 1.040
H -3.013 5.605 4.406
H -4.095 5.686 3.221
C 3.119 5.085 0.318
C 2.059 3.970 -0.029
C 1.945 3.135 1.236
O 1.482 3.968 2.334
C 1.143 3.288 3.526
N 0.747 4.544 -0.405
H 3.332 5.798 -0.479
H 4.146 4.736 0.426
H 2.810 5.751 1.124
H 2.406 3.404 -0.893
H 2.895 2.639 1.435
H 1.294 2.299 0.980
H 0.683 3.999 4.211
H 2.069 2.905 3.955
H 0.348 2.551 3.411
H 0.900 5.412 -0.898
H 0.452 4.832 0.516
C -2.146 -8.137 0.347
C -0.775 -8.219 -0.203
C 0.244 -7.231 0.484
O -0.242 -5.929 0.545
C -0.307 -5.156 -0.653
N -0.250 -9.581 -0.056
H -2.135 -8.079 1.435
H -2.806 -8.954 0.053
H -2.699 -7.322 -0.119
H -0.761 -8.035 -1.277
H 1.161 -7.213 -0.106
H 0.452 -7.515 1.516
H -0.895 -5.505 -1.502
H 0.722 -5.085 -1.006
H -0.646 -4.124 -0.560
H 0.615 -9.610 -0.577
H -0.842 -10.254 -0.522
C 0.019 -5.067 4.075
C 0.503 -3.834 3.349
C 1.774 -4.160 2.437
O 2.263 -2.980 1.808
C 3.598 -3.103 1.380
N -0.689 -3.489 2.463
H -0.126 -5.911 3.401
H -0.887 -4.991 4.675
H 0.861 -5.331 4.715
H 0.699 -3.052 4.082
H 1.618 -5.083 1.877
H 2.500 -4.423 3.206
H 4.226 -3.623 2.102
H 3.949 -2.075 1.294
H 3.743 -3.521 0.384
H -0.698 -4.379 1.988
H -0.310 -2.938 1.706
C 0.476 1.417 -5.783
C 1.676 1.312 -4.811
C 2.535 2.572 -4.872
O 3.715 2.395 -4.113
C 4.443 3.623 -3.786
N 1.139 1.231 -3.452
H 0.683 1.436 -6.853
H -0.112 2.312 -5.580
H -0.255 0.624 -5.627
H 2.332 0.458 -4.978
H 1.971 3.470 -4.622
H 2.890 2.620 -5.901
H 3.968 4.275 -3.052
H 4.593 4.242 -4.671
H 5.427 3.401 -3.375
H 1.936 1.444 -2.869
H 0.712 0.351 -3.200
C -3.633 -1.510 -0.523
C -3.291 -0.117 -1.126
C -4.109 1.089 -0.632
O -5.511 0.941 -0.973
C -6.272 2.052 -0.611
N -1.857 0.038 -1.049
H -3.456 -1.334 0.537
H -2.954 -2.301 -0.842
H -4.682 -1.771 -0.669
H -3.493 -0.195 -2.195
H -3.624 1.959 -1.075
H -4.002 1.120 0.452
H -5.985 2.977 -1.111
H -6.371 2.230 0.460
H -7.233 1.665 -0.950
H -1.646 0.064 -0.061
H -1.622 0.945 -1.424
O -0.934 2.597 -1.524
H -0.417 3.312 -1.153
H -0.356 2.196 -2.174
O -0.592 -1.389 -3.067
H -1.223 -2.040 -3.374
H -1.082 -0.857 -2.440
O 4.733 0.807 -1.983
H 4.318 1.447 -2.561
H 5.610 1.157 -1.828
O -2.071 -1.475 3.989
H -1.407 -1.250 4.641
H -1.699 -2.218 3.514
O 1.906 -0.576 2.731
H 2.197 -1.454 2.486
H 1.743 -0.631 3.672
O -0.800 -0.029 1.804
H 0.032 -0.004 2.278
H -1.404 -0.470 2.402
O 3.183 -1.445 -2.476
H 2.451 -1.047 -2.005
H 3.905 -0.826 -2.364
O 1.393 -2.597 -4.405
H 0.886 -1.913 -3.967
H 2.217 -2.634 -3.918
O 1.112 -0.391 -0.585
H 1.124 -0.372 0.372
H 0.202 -0.585 -0.810
*
```

Properties
M, Da: 696.96
Highest occupied orbital energy, eV: -9.1
Largest force on an atom, eV/Å: 3.34
Calculated total energy, eV: -65900.756

=====

Entry 2:
This record from the OMol25 dataset describes a cluster of 23 separate species, C24H94NO25 in total. The level of theory is ωB97M-V with the def2-TZVPD basis set.

Structure (ORCA input):
```
! wB97M-V def2-TZVPD RIJCOSX def2/J DEFGRID3
* xyz 1 1
C 2.939 3.872 2.524
C 2.435 2.547 1.920
C 1.874 1.635 2.998
C 1.448 0.230 2.515
C 0.274 0.355 1.543
N 0.067 -0.805 0.603
C -1.431 -0.868 0.307
C -2.183 -1.940 1.125
C -2.455 -3.177 0.227
C -3.810 -3.129 -0.474
C -3.809 -2.467 -1.870
C -4.917 -1.400 -1.990
C -4.415 -0.044 -2.545
C -4.964 1.185 -1.780
C -3.825 1.994 -1.155
C -3.054 2.807 -2.171
O -1.965 3.435 -1.491
C -1.531 4.589 -2.201
C 0.751 -0.699 -0.711
C 2.221 -0.310 -0.621
C 2.949 -0.463 -1.970
C 4.463 -0.642 -1.781
C 5.309 0.617 -2.063
C 6.466 0.346 -3.048
O 7.647 1.066 -2.704
C 8.478 0.452 -1.820
C 8.954 -0.964 -2.025
O 8.877 1.080 -0.889
H 3.164 4.526 1.686
H 3.819 3.710 3.136
H 2.114 4.322 3.072
H 3.254 2.038 1.405
H 1.696 2.835 1.171
H 0.986 2.066 3.465
H 2.626 1.481 3.776
H 2.290 -0.341 2.128
H 1.092 -0.296 3.400
H 0.288 1.257 0.939
H -0.623 0.406 2.152
H 0.296 -1.691 1.055
H -1.887 0.105 0.456
H -1.531 -1.098 -0.746
H -3.130 -1.487 1.412
H -1.677 -2.214 2.050
H -1.602 -3.248 -0.446
H -2.459 -4.029 0.897
H -4.519 -2.691 0.228
H -4.134 -4.161 -0.618
H -4.055 -3.248 -2.582
H -2.831 -2.086 -2.163
H -5.404 -1.213 -1.035
H -5.701 -1.753 -2.657
H -4.746 0.055 -3.579
H -3.326 0.018 -2.569
H -5.540 1.827 -2.443
H -5.631 0.890 -0.973
H -4.173 2.661 -0.370
H -3.111 1.300 -0.702
H -2.617 2.152 -2.935
H -3.694 3.549 -2.650
H -1.434 4.337 -3.261
H -2.259 5.391 -2.070
H -0.552 4.885 -1.836
H 0.712 -1.685 -1.172
H 0.236 -0.023 -1.381
H 2.281 0.747 -0.357
H 2.762 -0.866 0.141
H 2.772 0.455 -2.527
H 2.511 -1.303 -2.508
H 4.665 -0.971 -0.762
H 4.779 -1.450 -2.445
H 4.690 1.387 -2.514
H 5.736 0.973 -1.127
H 6.144 0.716 -4.023
H 6.614 -0.725 -3.167
H 8.361 -1.560 -2.711
H 9.980 -0.968 -2.382
H 8.954 -1.439 -1.050
O 0.434 -3.781 1.003
H 0.263 -4.528 0.419
H 0.986 -4.155 1.704
O -5.692 4.599 -1.231
H -6.315 5.290 -1.502
H -4.996 5.081 -0.772
O 4.697 1.741 4.985
H 5.357 1.434 4.352
H 5.217 2.176 5.672
O 5.196 5.537 0.465
H 5.888 5.288 -0.156
H 5.681 5.946 1.189
O -6.148 -2.636 1.953
H -6.062 -1.686 2.092
H -7.099 -2.773 1.857
O -8.184 6.336 -1.258
H -8.014 7.278 -1.155
H -9.134 6.279 -1.404
O 11.478 1.254 0.959
H 10.580 1.152 0.621
H 11.647 0.440 1.444
O 5.994 2.114 -6.104
H 6.756 2.179 -5.517
H 5.807 3.028 -6.343
O -7.618 3.517 -3.684
H -7.006 3.094 -4.295
H -7.049 3.958 -3.043
O 5.854 1.457 7.715
H 6.468 1.113 8.373
H 5.095 0.865 7.768
O -5.228 -1.120 4.155
H -5.617 -0.724 4.941
H -4.927 -1.988 4.455
O 6.752 -0.580 4.861
H 6.308 -0.232 5.645
H 7.043 -1.460 5.120
O -5.975 -6.122 0.653
H -6.075 -5.235 1.014
H -5.282 -6.035 -0.010
O -5.864 -4.788 -2.966
H -6.788 -4.503 -2.945
H -5.692 -4.973 -3.895
O -3.952 -4.618 2.886
H -4.742 -4.073 2.762
H -3.744 -4.928 2.000
O 3.347 -3.697 2.034
H 4.193 -3.994 1.670
H 3.536 -2.817 2.376
O 4.944 -3.916 -0.266
H 4.030 -3.733 -0.514
H 5.465 -3.324 -0.817
O 8.321 4.600 0.397
H 8.238 3.926 -0.288
H 8.827 4.156 1.085
O 0.273 0.236 -3.793
H 1.110 -0.062 -4.166
H 0.466 1.120 -3.459
O -8.609 -3.795 -3.594
H -9.530 -3.516 -3.549
H -8.461 -3.970 -4.530
O -6.027 -3.521 5.473
H -5.655 -4.377 5.714
H -6.466 -3.680 4.629
O -8.805 -1.168 1.840
H -8.723 -0.218 1.969
H -9.752 -1.316 1.745
*
```

Properties
M, Da: 797.00
Highest occupied orbital energy, eV: -11.6
Largest force on an atom, eV/Å: 1.86
Calculated total energy, eV: -79085.148

=====

Entry 3:
This record from the OMol25 dataset describes a structure of composition C25H14Br3Cl2INO4PtS. The level of theory is ωB97M-V with the def2-TZVPD basis set.

Structure (ORCA input):
```
! wB97M-V def2-TZVPD RIJCOSX def2/J DEFGRID3
* xyz 1 1
Pt -0.330 -0.574 0.768
Br 0.629 0.840 3.980
C -0.612 1.697 2.885
C -1.018 2.983 3.212
C -1.960 3.614 2.424
C -2.498 2.945 1.335
C -2.054 1.672 1.071
N -1.123 1.059 1.833
C -2.570 0.902 -0.115
O -3.485 1.252 -0.792
O -1.932 -0.259 -0.326
H -0.594 3.464 4.080
H -2.275 4.620 2.663
H -3.244 3.377 0.684
Cl 1.598 -1.514 1.852
C 0.914 -2.667 2.995
C 1.810 -3.423 3.727
C 1.299 -4.330 4.638
C -0.074 -4.457 4.799
C -0.937 -3.693 4.036
Cl -2.643 -3.858 4.248
C -0.460 -2.780 3.089
S -1.643 -1.886 2.137
H 2.875 -3.301 3.586
H 1.971 -4.940 5.224
H -0.486 -5.156 5.513
Br 0.176 -3.030 -4.437
C -1.196 -3.483 -3.215
C -2.257 -4.259 -3.654
C -3.261 -4.602 -2.763
C -3.194 -4.192 -1.440
C -2.129 -3.422 -0.998
C -1.139 -3.060 -1.893
I 0.519 -1.873 -1.360
H -2.289 -4.588 -4.683
H -4.097 -5.195 -3.107
H -3.972 -4.470 -0.743
H -2.083 -3.113 0.035
Br 5.450 0.225 -0.275
C 4.519 1.820 0.120
C 5.319 2.913 0.431
C 4.754 4.134 0.751
C 3.372 4.276 0.756
C 2.580 3.187 0.456
C 3.131 1.941 0.135
C 2.200 0.802 -0.109
O 2.553 -0.260 -0.612
O 0.981 1.013 0.310
H 6.394 2.795 0.419
H 5.395 4.971 0.994
H 2.920 5.230 0.990
H 1.503 3.285 0.449
*
```

Properties
M, Da: 1057.06
Highest occupied orbital energy, eV: -11.4
Largest force on an atom, eV/Å: 0.76
Calculated total energy, eV: -293180.715

=====

Entry 4:
This record from the OMol25 dataset describes a structure of composition C25H15F12N3O6Pt. The level of theory is ωB97M-V with the def2-TZVPD basis set.

Structure (ORCA input):
```
! wB97M-V def2-TZVPD RIJCOSX def2/J DEFGRID3
* xyz -2 1
Pt -0.260 0.202 0.278
C 6.776 -1.497 -0.949
C 5.292 -1.448 -0.691
C 4.686 -2.246 0.268
C 3.335 -2.151 0.521
C 2.463 -1.276 -0.183
N 1.137 -1.257 0.208
C 0.700 -2.205 1.152
C 0.546 -3.537 0.757
C 0.093 -4.509 1.630
C -0.219 -4.185 2.947
C -0.718 -5.224 3.918
C -0.081 -2.860 3.337
C 0.368 -1.868 2.471
C 0.478 -0.408 2.939
O 0.689 0.530 1.981
C -0.807 -0.024 3.775
F -1.015 1.291 3.759
F -1.912 -0.619 3.309
F -0.716 -0.376 5.093
C 1.718 -0.301 3.877
F 1.805 0.918 4.445
F 1.738 -1.197 4.893
F 2.840 -0.501 3.178
C 3.079 -0.511 -1.219
C 4.459 -0.591 -1.392
C 2.290 0.446 -2.131
O 0.978 0.308 -2.085
C 2.659 0.214 -3.655
F 2.157 -0.979 -4.052
F 3.963 0.190 -4.047
F 2.076 1.155 -4.426
C 2.702 1.933 -1.781
F 1.724 2.804 -2.047
F 3.013 2.077 -0.482
F 3.796 2.370 -2.479
H 7.170 -2.502 -0.782
H 7.006 -1.212 -1.978
H 7.329 -0.818 -0.291
H 5.285 -2.939 0.853
H 2.918 -2.752 1.315
H 0.797 -3.782 -0.268
H -0.029 -5.530 1.283
H -0.490 -6.230 3.562
H -0.257 -5.099 4.899
H -1.801 -5.156 4.055
H -0.341 -2.599 4.356
H 4.921 0.059 -2.123
O -5.666 -0.455 -1.776
C -4.789 -1.020 -2.586
O -5.130 -1.663 -3.559
C -3.359 -0.827 -2.248
C -2.278 -1.228 -3.025
N -1.162 -0.823 -2.409
N -1.460 -0.187 -1.290
C -2.768 -0.149 -1.160
C -3.230 0.602 0.055
O -4.459 0.796 0.186
O -2.312 1.016 0.809
H -5.225 0.011 -0.983
H -2.263 -1.757 -3.962
H -0.137 -0.805 -2.617
*
```

Properties
M, Da: 876.46
Highest occupied orbital energy, eV: -1.8
Largest force on an atom, eV/Å: 1.82
Calculated total energy, eV: -78785.452

=====

Entry 5:
This record from the OMol25 dataset describes a structure of composition C25H15IrN10S. The level of theory is ωB97M-V with the def2-TZVPD basis set.

Structure (ORCA input):
```
! wB97M-V def2-TZVPD RIJCOSX def2/J DEFGRID3
* xyz 2 5
Ir 1.064 -1.621 0.767
C 3.686 -1.908 -2.708
C 3.015 -2.244 -1.543
N 2.183 -1.381 -0.959
C 2.015 -0.161 -1.536
C 2.710 0.137 -2.701
N 3.532 -0.722 -3.284
C 1.090 0.759 -0.849
C 0.696 2.000 -1.252
C -0.258 2.738 -0.482
C -0.740 2.126 0.715
C -0.298 0.890 1.082
N 0.598 0.222 0.301
C -0.697 0.108 2.265
C -1.561 0.555 3.259
N -1.905 -0.189 4.297
C -1.386 -1.409 4.375
C -0.517 -1.893 3.411
N -0.173 -1.145 2.361
C -0.727 4.020 -0.904
C -1.915 4.594 -0.367
C -2.353 5.824 -0.789
N -1.614 6.435 -1.702
C -0.492 6.019 -2.268
C -0.031 4.785 -1.884
H 4.357 -2.614 -3.179
H 3.141 -3.206 -1.067
H 2.599 1.104 -3.176
H 1.068 2.397 -2.184
H -1.442 2.646 1.349
H -1.985 1.551 3.212
H -1.664 -2.021 5.223
H -0.095 -2.886 3.468
H -2.541 4.065 0.335
H -3.261 6.301 -0.443
H 0.007 6.664 -2.979
H 0.901 4.455 -2.317
N -0.891 -2.157 -0.410
C -1.890 -1.792 -0.853
C -3.102 -1.265 -1.358
C -4.083 -2.110 -1.895
N -4.894 -2.808 -2.331
C -3.262 0.137 -1.289
N -3.339 1.283 -1.180
S 2.797 -5.539 2.398
C 1.631 -5.879 1.200
C 1.102 -4.729 0.720
N 1.615 -3.588 1.298
C 2.523 -3.883 2.205
H 1.392 -6.890 0.912
H 0.341 -4.642 -0.039
H 3.052 -3.134 2.774
*
```

Properties
M, Da: 679.75
Highest occupied orbital energy (alpha / beta), eV: -11.8 / -14.4
⟨S²⟩: 6.07
Largest force on an atom, eV/Å: 3.16
Calculated total energy, eV: -54723.948

=====

Entry 6:
This record from the OMol25 dataset describes a structure of composition C25H16AsClF6LiN6O2. The level of theory is ωB97M-V with the def2-TZVPD basis set.

Structure (ORCA input):
```
! wB97M-V def2-TZVPD RIJCOSX def2/J DEFGRID3
* xyz 0 2
Li 1.895 0.072 -0.443
C 1.015 2.233 -4.631
C 1.648 2.634 -3.450
N 1.075 2.433 -2.289
C -0.106 1.834 -2.235
C -0.717 1.406 -3.421
N -0.150 1.624 -4.585
C -0.708 1.639 -0.913
C -2.089 1.704 -0.734
C -2.631 1.513 0.538
C -1.721 1.239 1.560
C -0.356 1.203 1.284
N 0.141 1.421 0.078
C 0.627 0.894 2.328
C 0.401 -0.118 3.267
N 1.302 -0.415 4.178
C 2.439 0.257 4.175
C 2.678 1.257 3.236
N 1.766 1.569 2.341
C -4.078 1.607 0.807
C -4.606 1.417 2.088
C -5.968 1.560 2.296
N -6.827 1.864 1.338
C -6.344 2.023 0.119
C -5.000 1.906 -0.198
H 1.450 2.403 -5.609
H 2.612 3.127 -3.446
H -1.658 0.859 -3.430
H -2.711 1.929 -1.591
H -2.052 1.071 2.579
H -0.516 -0.699 3.270
H 3.158 -0.008 4.943
H 3.608 1.812 3.204
H -3.979 1.163 2.935
H -6.397 1.426 3.283
H -7.077 2.261 -0.649
H -4.689 2.053 -1.229
Cl 1.636 -6.829 0.890
C 1.328 -5.169 0.603
C 0.159 -4.800 -0.088
C -0.077 -3.492 -0.378
C 0.827 -2.444 0.022
O 0.588 -1.251 -0.261
C 1.991 -2.857 0.782
C 2.928 -1.866 1.242
O 2.836 -0.660 1.078
C 2.226 -4.205 1.032
H -0.539 -5.573 -0.390
H -0.949 -3.189 -0.949
H 3.794 -2.263 1.802
H 3.120 -4.509 1.565
F 3.366 0.726 -1.240
As 3.550 -0.453 -2.572
F 3.729 0.880 -3.697
F 5.269 -0.462 -2.309
F 3.625 -1.568 -3.913
F 3.374 -1.801 -1.472
F 1.786 -0.386 -2.742
*
```

Properties
M, Da: 663.75
Highest occupied orbital energy (alpha / beta), eV: -9.1 / -9.1
⟨S²⟩: 0.79
Largest force on an atom, eV/Å: 2.33
Calculated total energy, eV: -129095.873

=====

Question: Look up the M of the first one.
Answer: 696.96 Da

=====

Question: Among the records above, which one has the lowest M?
Answer: C25H16AsClF6LiN6O2